Computed, not measured: the molecule C15H26N2O5, with ωB97M-V with the def2-TZVPD basis set.

Each atom is followed by the atoms it is bonded to, with distances in Å.
Cartesian coordinates (Å):
1 H 7.85747 0.36503 -0.66876  C30 1.086
2 H 0.50168 -0.98179 -0.91181  C18 1.098
3 H -3.28692 -0.75699 1.97116  C31 1.091
4 H -3.77947 2.72312 -0.45998  C42 1.090
5 H -5.94380 -2.32788 -0.45482  C24 1.095
6 C 6.12216 -1.76053 -0.32750  H7 1.086, C21 1.529, H28 1.088, H32 1.086
7 H 7.13744 -2.00575 -0.02840  C6 1.086
8 H -2.58316 0.80342 2.38556  C31 1.090
9 H 1.14191 -0.69773 0.72381  C18 1.095
10 H -1.86632 2.68476 1.17766  C43 1.096
11 H 2.46326 0.79826 -1.35694  N26 1.013
12 H -8.12205 -1.77585 -1.55461  C25 1.086
13 H 5.30291 -0.47803 1.95323  C33 1.086
14 C -3.89219 0.86630 0.66215  H22 1.092, C31 1.540, C35 1.520, C42 1.536
15 H -3.07712 1.32163 -1.27569  C42 1.092
16 O -5.78778 -0.51550 0.51903  C24 1.431, C35 1.332
17 H -7.19866 -1.92967 0.76016  C24 1.092
18 C 1.04061 -0.26632 -0.27708  H2 1.098, H9 1.095, C20 1.525, N26 1.440
19 H 6.62169 1.62148 -0.84006  C30 1.087
20 C 0.27254 1.05136 -0.25032  C18 1.525, N45 1.347, O48 1.219
21 C 5.86907 -0.26753 -0.11880  C6 1.529, C30 1.529, C33 1.529, O39 1.447
22 H -4.60727 1.39178 1.29856  C14 1.092
23 H 7.00951 -0.08429 1.69954  C33 1.086
24 C -6.59764 -1.54141 -0.06434  H5 1.095, O16 1.431, H17 1.092, C25 1.521
25 C -7.47755 -0.98831 -1.17524  H12 1.086, C24 1.521, H27 1.087, H47 1.087
26 N 2.36485 -0.03800 -0.79385  H11 1.013, C18 1.440, C34 1.359
27 H -6.85905 -0.61719 -1.98869  C25 1.087
28 H 5.98945 -2.01792 -1.37619  C6 1.088
29 O 3.40193 -1.25983 0.80558  C34 1.210
30 C 6.83247 0.56315 -0.96775  H1 1.086, H19 1.087, C21 1.529, H38 1.087
31 C -2.85678 0.15445 1.55301  H3 1.091, H8 1.090, C14 1.540, C40 1.524
32 H 5.42604 -2.34433 0.26819  C6 1.086
33 C 5.99652 0.10875 1.35752  H13 1.086, C21 1.529, H23 1.086, H46 1.088
34 C 3.45487 -0.46280 -0.10287  N26 1.359, O29 1.210, O39 1.341
35 C -4.65201 -0.20475 -0.10366  C14 1.520, O16 1.332, O41 1.203
36 H -1.89305 -0.83347 -0.09691  C40 1.098
37 H -0.91724 -0.75803 1.38531  C40 1.093
38 H 6.71246 0.31261 -2.01831  C30 1.087
39 O 4.56065 0.09548 -0.61776  C21 1.447, C34 1.341
40 C -1.60903 -0.19704 0.75128  C31 1.524, H36 1.098, H37 1.093, N45 1.450
41 O -4.25953 -0.73600 -1.10965  C35 1.203
42 C -3.18515 1.82213 -0.31075  H4 1.090, C14 1.536, H15 1.092, C43 1.523
43 C -1.79998 2.19957 0.19744  H10 1.096, C42 1.523, H44 1.092, N45 1.452
44 H -1.30674 2.88993 -0.49028  C43 1.092
45 N -0.96544 1.01400 0.27931  C20 1.347, C40 1.450, C43 1.452
46 H 5.77166 1.16453 1.49331  C33 1.088
47 H -8.09305 -0.17504 -0.79854  C25 1.087
48 O 0.76582 2.07030 -0.70221  C20 1.219

* SMILES string: CCOC(=O)C1CCN(C(=O)CNC(=O)OC(C)(C)C)CC1
* HOMO-LUMO gap: 9.957 eV
* calculated total energy: -29196.6702 eV
* multiplicity: 1
* energy above the lowest of the compared OMol25 structures with the same formula, charge and spin: 4.2 kcal per mole
* lowest unoccupied orbital energy: 0.6767 eV